{"formula": "C10H17IOSi", "method": "ωB97M-V/def2-TZVPD", "smiles": "C/C=C/C[C@](O)(I)C#C[Si](C)(C)C", "total_energy_ha": -1053.5580, "gap_ev": 8.78, "symbols": ["C", "C", "C", "C", "C", "C", "C", "C", "C", "C", "O", "Si", "I", "H", "H", "H", "H", "H", "H", "H", "H", "H", "H", "H", "H", "H", "H", "H", "H", "H"], "positions_angstrom": [[-1.287, 0.149, 0.509], [-0.300, 0.847, 0.576], [-0.147, -2.724, -0.855], [-0.886, -2.539, 0.195], [1.313, -3.224, -0.981], [0.945, 3.514, 1.321], [2.649, 0.910, 0.365], [0.454, 2.400, -1.615], [-2.269, -2.024, 0.009], [-2.479, -0.678, 0.660], [-2.951, -0.757, 1.974], [1.082, 2.025, 0.075], [-4.095, 0.581, -0.530], [-0.581, -2.328, -1.720], [-0.702, -2.761, 1.249], [1.435, -4.028, -0.265], [1.495, -3.366, -2.007], [2.051, -2.462, -0.727], [1.802, 4.162, 1.490], [0.098, 4.149, 1.062], [0.839, 2.998, 2.240], [3.451, 1.350, -0.250], [2.990, 1.053, 1.449], [2.497, -0.159, 0.250], [-0.328, 1.756, -2.069], [-0.031, 3.404, -1.622], [1.302, 2.592, -2.417], [-2.395, -2.116, -1.112], [-2.876, -2.802, 0.337], [-3.073, 0.079, 2.407]]}